Record 1
The ion C6H7BrNO with charge -1 at a distorted geometry. Source: the OMol25 dataset; level of theory: ωB97M-V with the def2-TZVPD basis set.

XYZ file:
```
16
Properties=species:S:1:pos:R:3:forces:R:3
Br 4.154 -0.014 0.097 -1.1 0.0 -0.5
O -1.666 -0.218 0.842 0.2 -0.4 -0.5
N -0.856 0.060 -0.139 -0.8 2.1 0.2
C 2.182 0.342 -0.201 2.1 -1.4 0.8
C -0.747 1.442 -0.467 -0.3 0.2 -0.5
C 0.387 2.092 -0.039 1.8 -0.8 0.5
C -0.096 -2.172 -0.257 -0.7 1.4 0.4
C 1.659 1.444 0.359 -2.0 3.3 0.1
C -0.075 -0.728 -0.756 1.8 -2.6 -2.5
H 0.904 -2.563 -0.051 -0.2 0.3 0.7
H 0.477 -0.391 -1.780 -1.6 -0.6 3.0
H -0.905 -2.103 0.548 1.6 -0.6 -0.5
H -0.457 -2.821 -1.018 -0.6 -0.6 -0.9
H 0.416 3.170 -0.070 -0.2 0.3 0.4
H -1.697 1.850 -0.800 0.3 0.3 0.4
H 2.273 2.034 1.109 -0.6 -0.8 -1.1
```
Positions in Å, forces in eV/Å.

Values from the calculation:
orbital gap (spin up / spin down) = 3.9934 / 6.7532 eV
multiplicity = 3
molecular weight = 189.032 g/mol
LUMO (spin up / spin down) = 3.380 / 2.840 eV
charge = -1
energy above the lowest of the compared OMol25 structures with the same formula, charge and spin = 72.78 kcal/mol
⟨S²⟩ = 2.032



Record 2
The molecule C6H7BrO at a distorted geometry. Source: the OMol25 dataset; level of theory: ωB97M-V with the def2-TZVPD basis set.

XYZ file:
```
15
Properties=species:S:1:pos:R:3:forces:R:3
Br -3.279 0.186 0.105 -0.5 0.0 -0.1
O -0.904 -0.334 -1.214 -1.6 0.0 -0.6
C 0.351 -1.849 1.077 -2.9 0.5 1.0
C 0.494 -0.315 -1.076 -1.3 -2.5 3.3
C -1.465 0.185 -0.056 0.9 -1.7 -1.6
C 0.877 -1.456 -0.014 0.3 1.4 -1.8
C 0.749 0.923 -0.358 0.1 1.8 2.4
C -0.516 1.028 0.595 2.4 2.3 1.7
H -0.684 -1.586 1.422 0.9 -0.6 0.1
H 0.791 1.756 -1.007 0.0 1.0 -0.8
H 1.860 -1.693 -0.204 2.4 -1.0 -0.5
H 1.634 0.938 0.298 -0.1 -0.1 -0.6
H -0.135 0.643 1.583 -0.8 0.3 -0.6
H 1.049 -0.533 -1.936 0.1 0.0 -1.6
H -0.822 2.109 0.783 0.2 -1.3 -0.4
```
Positions in Å, forces in eV/Å.

Values from the calculation:
orbital gap (spin up / spin down) = 9.3366 / 6.7232 eV
molecular weight = 175.025 g/mol
LUMO (spin up / spin down) = 0.515 / -0.453 eV
charge = 0
energy above the lowest of the compared OMol25 structures with the same formula, charge and spin = 130.26 kcal/mol



Record 3
The molecule C6H7Cl at a distorted geometry. Source: the OMol25 dataset; level of theory: ωB97M-V with the def2-TZVPD basis set.

XYZ file:
```
14
Properties=species:S:1:pos:R:3:forces:R:3
Cl -5.195 0.278 -0.017 -1.1 0.3 -0.2
C -3.697 -0.490 0.199 2.7 2.3 -1.2
C -2.583 0.194 -0.203 0.1 1.0 0.5
C 2.632 0.255 0.185 0.1 0.4 1.2
C 0.180 0.614 -0.061 -4.5 -0.7 1.4
C 1.400 -0.199 -0.107 -0.8 0.4 -0.7
C -1.096 -0.111 -0.141 1.7 2.4 0.3
H 2.795 1.236 0.743 -0.6 -1.1 -1.2
H -1.033 -1.159 -0.171 0.9 -1.4 -0.3
H -2.871 1.176 -0.603 0.4 -0.3 0.0
H -3.801 -1.361 0.742 0.3 -1.9 0.8
H 3.560 -0.325 0.144 -0.6 -0.1 -0.2
H 1.033 -1.161 -0.535 1.6 0.3 0.4
H 0.230 1.698 0.301 -0.2 -1.5 -1.0
```
Positions in Å, forces in eV/Å.

Values from the calculation:
orbital gap = 7.9555 eV
molecular weight = 114.575 g/mol
LUMO = -0.208 eV
charge = 0
energy above the lowest of the compared OMol25 structures with the same formula, charge and spin = 53.76 kcal/mol
SMILES = C=C/C=C/C=C/Cl



Record 4
The molecule C6H7Cl at a distorted geometry. Source: the OMol25 dataset; level of theory: ωB97M-V with the def2-TZVPD basis set.

XYZ file:
```
14
Properties=species:S:1:pos:R:3:forces:R:3
Cl 2.030 1.071 1.071 -0.4 -0.6 -0.1
C -0.016 -0.496 -1.817 2.4 -1.3 2.3
C -0.511 0.789 -1.423 0.0 -0.8 0.9
C -0.246 -0.348 1.811 -1.3 -1.2 2.0
C 0.788 -1.277 -1.079 -0.4 0.1 -2.1
C -0.343 1.116 -0.174 2.0 -1.3 0.7
C 0.515 0.261 0.699 -0.5 2.6 2.1
H -0.729 -1.381 1.522 0.7 2.0 0.3
H -1.090 0.417 2.042 1.0 -1.5 -0.1
H 0.272 -0.564 2.831 -0.4 0.5 -2.0
H -1.135 1.360 -2.020 -0.9 0.9 -1.4
H -0.679 1.986 0.268 -0.9 1.9 0.8
H -0.302 -0.809 -2.737 -0.9 -1.3 -2.9
H 1.447 -2.124 -0.995 -0.3 -0.1 -0.3
```
Positions in Å, forces in eV/Å.

Values from the calculation:
orbital gap (spin up / spin down) = 6.9658 / 7.6103 eV
multiplicity = 3
molecular weight = 114.575 g/mol
LUMO (spin up / spin down) = 0.579 / -1.182 eV
charge = 0
energy above the lowest of the compared OMol25 structures with the same formula, charge and spin = 59.62 kcal/mol
⟨S²⟩ = 2.030



Record 5
The molecule C6H7Cl at a distorted geometry. Source: the OMol25 dataset; level of theory: ωB97M-V with the def2-TZVPD basis set.

XYZ file:
```
14
Properties=species:S:1:pos:R:3:forces:R:3
Cl -2.940 -0.345 1.256 0.0 0.1 -0.4
C -1.238 0.495 -1.611 0.0 -0.1 0.3
C 0.370 -0.657 2.142 -3.2 0.8 -2.3
C -1.346 -0.217 0.798 0.8 -2.2 6.9
C 0.799 0.048 -0.122 -5.3 1.6 -4.8
C 1.294 -0.323 1.063 1.7 -1.4 4.3
C -0.652 0.107 -0.282 6.0 1.4 -4.4
H 1.425 0.310 -0.960 0.0 0.1 -0.1
H 2.360 -0.373 1.246 0.1 0.0 0.0
H -1.338 -0.390 -2.242 -0.1 0.0 -0.1
H -0.595 1.207 -2.123 0.0 0.0 0.0
H 0.236 0.054 2.940 0.1 0.0 0.4
H 0.215 -1.692 2.398 0.1 -0.3 0.3
H -2.224 0.932 -1.476 -0.1 0.1 -0.1
```
Positions in Å, forces in eV/Å.

Values from the calculation:
orbital gap (spin up / spin down) = 5.9837 / 7.0542 eV
multiplicity = 3
molecular weight = 114.575 g/mol
LUMO (spin up / spin down) = 0.906 / -1.877 eV
charge = 0
energy above the lowest of the compared OMol25 structures with the same formula, charge and spin = 53.80 kcal/mol
⟨S²⟩ = 2.030



Record 6
The ion C6H7Cl3NO with charge +1 at a distorted geometry. Source: the OMol25 dataset; level of theory: ωB97M-V with the def2-TZVPD basis set.

XYZ file:
```
18
Properties=species:S:1:pos:R:3:forces:R:3
Cl 3.906 1.971 0.023 -0.7 -0.5 -0.2
Cl 3.114 -0.850 0.144 2.2 -0.4 0.7
Cl 1.240 -3.047 0.055 0.2 -0.3 -0.1
O 0.567 1.993 -0.247 1.1 0.9 0.0
N -0.894 -0.513 0.010 -0.3 0.7 1.2
C -1.489 0.099 1.254 -2.5 1.5 1.8
C 0.538 -0.381 -0.020 3.8 1.4 0.2
C 2.673 0.858 -0.114 0.8 1.0 0.1
C 1.499 -1.384 0.050 -2.8 -0.7 -0.6
C 1.249 0.977 -0.150 -4.0 -1.9 0.0
C -1.410 0.182 -1.214 0.4 -1.5 -1.1
H -2.615 0.129 1.087 1.3 -0.6 0.3
H -1.221 -1.501 0.085 0.7 0.7 -0.5
H -1.358 1.238 1.498 0.9 -2.3 -1.0
H -1.240 -0.455 -2.075 1.1 -0.1 -0.1
H -2.467 0.137 -1.292 -1.1 1.0 1.0
H -1.263 -0.544 2.162 -0.1 0.9 -1.3
H -0.829 1.092 -1.255 -0.9 0.4 -0.3
```
Positions in Å, forces in eV/Å.

Values from the calculation:
orbital gap (spin up / spin down) = 5.7705 / 7.3757 eV
multiplicity = 3
molecular weight = 215.487 g/mol
LUMO (spin up / spin down) = -3.920 / -6.032 eV
charge = +1
⟨S²⟩ = 2.021



Record 7
The molecule C6H7ClFI at a distorted geometry. Source: the OMol25 dataset; level of theory: ωB97M-V with the def2-TZVPD basis set.

XYZ file:
```
16
Properties=species:S:1:pos:R:3:forces:R:3
I 3.568 -0.029 0.162 -0.1 -0.3 -0.1
Cl -1.026 2.483 0.366 0.0 -0.2 0.4
F 0.599 -0.754 -1.953 -0.2 -1.6 -1.1
C 0.622 -0.880 0.889 0.2 -1.4 -2.8
C -1.715 -0.233 0.182 -0.6 1.0 0.3
C -0.836 -0.912 0.904 -0.8 0.8 0.0
C 0.867 0.338 -1.299 -2.3 -0.7 1.7
C 1.246 0.198 0.042 1.5 2.8 2.1
C -1.377 1.036 -0.538 0.4 -0.6 -1.4
H 0.932 -1.114 1.872 1.2 0.4 0.8
H 0.800 1.175 -1.889 0.7 2.0 -1.0
H -1.269 -1.544 1.646 -0.1 -1.0 0.1
H 1.337 1.232 0.487 -0.6 -1.3 -0.3
H 0.834 -1.778 0.240 0.1 0.1 1.0
H -1.849 1.410 -1.481 0.3 -1.1 0.9
H -2.733 -0.628 0.367 0.2 1.0 -0.7
```
Positions in Å, forces in eV/Å.

Values from the calculation:
orbital gap (spin up / spin down) = 7.3889 / 7.3407 eV
molecular weight = 260.477 g/mol
LUMO (spin up / spin down) = -0.563 / -0.884 eV
charge = 0
energy above the lowest of the compared OMol25 structures with the same formula, charge and spin = 41.58 kcal/mol



Record 8
A cluster of 2 separate species, C6H7ClNO2 in total at a distorted geometry. Source: the OMol25 dataset; level of theory: ωB97M-V with the def2-TZVPD basis set.

XYZ file:
```
17
Properties=species:S:1:pos:R:3:forces:R:3
Cl -0.995 -0.209 2.515 -0.7 0.3 0.6
O 0.907 -2.271 -0.283 0.8 2.1 0.4
O -1.281 -2.229 0.306 2.7 1.0 0.7
N 2.564 0.026 1.906 2.4 0.9 0.4
C 0.774 1.651 -0.890 0.6 -1.6 0.4
C -0.378 1.218 -0.366 0.0 1.8 0.4
C -0.124 -1.743 0.514 -2.7 -2.5 -1.5
C 1.497 -0.317 1.693 -2.1 -1.0 -0.5
C 0.203 -0.757 1.418 0.6 0.0 0.7
C -1.465 0.557 -1.125 -1.3 -1.4 0.8
H -0.659 1.472 0.639 0.3 0.0 0.5
H 1.626 -1.565 -0.267 -1.0 -1.4 -0.1
H 1.693 1.840 -0.263 -1.3 0.3 -0.8
H -1.745 1.114 -1.995 0.1 0.2 -0.8
H 0.908 1.250 -1.899 0.5 0.5 -0.1
H -1.076 -0.458 -1.375 -0.8 0.6 -0.2
H -2.449 0.421 -0.529 1.8 0.1 -0.7
```
Positions in Å, forces in eV/Å.

Values from the calculation:
orbital gap = 7.4335 eV
molecular weight = 160.580 g/mol
LUMO = 3.627 eV
charge = -1
energy above the lowest of the compared OMol25 structures with the same formula, charge and spin = 9.23 kcal/mol



Record 9
The molecule C6H7ClO at a distorted geometry. Source: the OMol25 dataset; level of theory: ωB97M-V with the def2-TZVPD basis set.

XYZ file:
```
15
Properties=species:S:1:pos:R:3:forces:R:3
Cl 2.589 1.401 0.207 0.7 0.2 0.2
O 2.230 -1.252 0.221 0.3 0.5 0.4
C -0.577 1.024 -0.526 -3.3 -3.1 1.9
C -1.548 1.233 0.661 -0.7 0.7 0.1
C 1.754 -0.028 0.028 -6.7 -1.6 -2.1
C 1.227 -2.133 0.031 0.6 -1.1 -0.2
C 0.199 -0.212 -0.430 6.4 2.9 1.9
C 0.053 -1.557 -0.351 1.0 -1.7 0.1
H -2.040 2.206 0.441 0.1 -0.4 0.3
H -1.092 1.377 1.696 -0.6 -0.9 -1.3
H -2.358 0.471 0.500 0.8 0.5 1.2
H -1.279 1.113 -1.303 -0.4 -0.3 -1.8
H 0.004 1.814 -0.550 3.2 3.7 -0.4
H 1.498 -3.193 0.046 0.0 0.7 0.2
H -0.657 -2.265 -0.672 -1.5 -0.1 -0.2
```
Positions in Å, forces in eV/Å.

Values from the calculation:
orbital gap = 8.5426 eV
molecular weight = 130.574 g/mol
LUMO = 0.859 eV
charge = 0
energy above the lowest of the compared OMol25 structures with the same formula, charge and spin = 67.07 kcal/mol
SMILES = CCc1ccoc1Cl



Record 10
The molecule C6H7F3O3 at a distorted geometry. Source: the OMol25 dataset; level of theory: ωB97M-V with the def2-TZVPD basis set.

XYZ file:
```
19
Properties=species:S:1:pos:R:3:forces:R:3
F 2.278 -0.598 -0.342 0.5 0.4 0.0
F 1.652 -1.804 -2.042 -0.7 0.2 0.4
F 0.315 0.584 -1.953 0.3 0.0 -0.6
O -3.303 -0.642 -1.038 1.1 0.5 0.1
O -1.750 0.648 0.042 0.6 -1.6 -0.6
O -1.098 -1.044 -1.330 0.7 1.1 0.8
C 1.229 -1.288 -0.870 0.8 -0.4 1.2
C -0.037 -0.322 1.603 -0.6 -1.0 0.5
C -0.315 0.438 0.305 0.2 1.7 -0.1
C 0.327 1.863 0.341 1.9 -2.7 2.9
C -2.168 -0.349 -0.812 -1.0 -0.3 0.5
C 0.088 -0.307 -0.962 -1.6 -0.9 -1.0
H -0.310 2.519 0.882 -0.8 0.9 -0.3
H 1.005 -2.050 -0.100 0.0 -0.2 -1.0
H 0.932 0.019 2.009 -0.6 -0.3 -0.1
H 0.753 2.121 -0.585 -0.1 0.9 -1.0
H 1.210 1.735 1.074 -1.0 0.4 -1.3
H 0.053 -1.458 1.438 -0.6 1.7 0.5
H -0.860 -0.065 2.339 1.0 -0.5 -0.8
```
Positions in Å, forces in eV/Å.

Values from the calculation:
orbital gap = 11.9831 eV
molecular weight = 184.113 g/mol
LUMO = 0.569 eV
charge = 0
energy above the lowest of the compared OMol25 structures with the same formula, charge and spin = 0.00 kcal/mol
SMILES = CC1(C)OC(=O)O[C@]1(F)C(F)F



Repeat the seventh record exactly.
The molecule C6H7ClFI at a distorted geometry. Source: the OMol25 dataset; level of theory: ωB97M-V with the def2-TZVPD basis set.

XYZ file:
```
16
Properties=species:S:1:pos:R:3:forces:R:3
I 3.568 -0.029 0.162 -0.1 -0.3 -0.1
Cl -1.026 2.483 0.366 0.0 -0.2 0.4
F 0.599 -0.754 -1.953 -0.2 -1.6 -1.1
C 0.622 -0.880 0.889 0.2 -1.4 -2.8
C -1.715 -0.233 0.182 -0.6 1.0 0.3
C -0.836 -0.912 0.904 -0.8 0.8 0.0
C 0.867 0.338 -1.299 -2.3 -0.7 1.7
C 1.246 0.198 0.042 1.5 2.8 2.1
C -1.377 1.036 -0.538 0.4 -0.6 -1.4
H 0.932 -1.114 1.872 1.2 0.4 0.8
H 0.800 1.175 -1.889 0.7 2.0 -1.0
H -1.269 -1.544 1.646 -0.1 -1.0 0.1
H 1.337 1.232 0.487 -0.6 -1.3 -0.3
H 0.834 -1.778 0.240 0.1 0.1 1.0
H -1.849 1.410 -1.481 0.3 -1.1 0.9
H -2.733 -0.628 0.367 0.2 1.0 -0.7
```
Positions in Å, forces in eV/Å.

Values from the calculation:
orbital gap (spin up / spin down) = 7.3889 / 7.3407 eV
molecular weight = 260.477 g/mol
LUMO (spin up / spin down) = -0.563 / -0.884 eV
charge = 0
energy above the lowest of the compared OMol25 structures with the same formula, charge and spin = 41.58 kcal/mol